No. 1
DFT (the ωB97M-V functional and the def2-TZVPD basis) results for 2 unconnected molecules or ions with the total composition C4H9NO2.

SMILES: CC(C)O.N=C=O
Relative energy (zero: lowest compared OMol25 entry of this formula, charge and spin) in kcal/mol: 21.7

Structure (ORCA input):
```
! wB97M-V def2-TZVPD RIJCOSX def2/J DEFGRID3
* xyz 0 1
C -2.030 0.030 -0.388
C -0.524 0.167 -0.216
C -0.008 -0.794 0.845
O -0.161 1.483 0.220
H -2.527 0.181 0.576
H -2.278 -0.973 -0.751
H -2.431 0.755 -1.106
H -0.030 -0.034 -1.181
H -0.640 -0.749 1.736
H 0.009 -1.819 0.463
H 1.000 -0.525 1.161
H -0.548 2.121 -0.395
N 2.709 0.784 -0.069
C 2.742 -0.391 -0.369
O 2.874 -1.522 -0.654
H 1.843 1.287 0.128
*
```

Charges computed using Mulliken, reported in e:
1 C -1.37
2 C 0.54
3 C -1.27
4 O -0.60
5 H 0.34
6 H 0.35
7 H 0.39
8 H 0.20
9 H 0.37
10 H 0.36
11 H 0.31
12 H 0.34
13 N -0.62
14 C 0.70
15 O -0.46
16 H 0.43

***

No. 2
DFT (the ωB97M-V functional and the def2-TZVPD basis) results for a single C4H9NO2 molecule.

SMILES: NC(=O)CCCO
Relative energy (zero: lowest compared OMol25 entry of this formula, charge and spin) in kcal/mol: 16.5

Structure (ORCA input):
```
! wB97M-V def2-TZVPD RIJCOSX def2/J DEFGRID3
* xyz 0 1
N 1.774 0.560 0.904
C 0.864 -0.462 1.083
O 0.528 -0.702 2.226
C 0.270 -1.136 -0.130
C -1.145 -0.619 -0.417
C -1.170 0.797 -0.987
O -0.835 1.804 -0.059
H 2.430 0.579 0.133
H 2.111 0.733 1.848
H 0.898 -0.982 -1.016
H 0.246 -2.209 0.080
H -1.613 -1.293 -1.142
H -1.749 -0.652 0.497
H -0.525 0.839 -1.883
H -2.188 1.024 -1.312
H 0.102 1.718 0.174
*
```

Charges computed using Mulliken, reported in e:
1 N -0.48
2 C 0.46
3 O -0.62
4 C -0.51
5 C -0.50
6 C -0.47
7 O -0.54
8 H 0.23
9 H 0.23
10 H 0.32
11 H 0.29
12 H 0.33
13 H 0.29
14 H 0.28
15 H 0.31
16 H 0.37

***

No. 3
DFT (the ωB97M-V functional and the def2-TZVPD basis) results for 2 unconnected molecules or ions with the total composition C4H9NO2.

SMILES: C[C@@H]1CN1.O=CO
Relative energy (zero: lowest compared OMol25 entry of this formula, charge and spin) in kcal/mol: 45.3

Structure (ORCA input):
```
! wB97M-V def2-TZVPD RIJCOSX def2/J DEFGRID3
* xyz 0 1
C 0.753 1.002 0.969
C 0.385 1.190 -0.482
C -1.023 1.146 -0.932
N -0.125 0.025 -1.205
H 0.759 1.967 1.487
H 1.752 0.560 1.068
H 0.025 0.350 1.463
H 1.048 1.850 -1.043
H -1.801 0.924 -0.205
H -1.329 1.785 -1.758
H 0.186 0.035 -2.172
O -1.189 -1.683 1.218
C -0.500 -2.206 0.377
O 0.826 -2.370 0.475
H -0.866 -2.657 -0.552
H 1.099 -1.918 1.291
*
```

Charges computed using Mulliken, reported in e:
1 C -1.16
2 C 0.19
3 C -0.42
4 N -0.41
5 H 0.35
6 H 0.20
7 H 0.25
8 H 0.36
9 H 0.19
10 H 0.27
11 H 0.22
12 O -0.52
13 C 0.17
14 O -0.40
15 H 0.35
16 H 0.34

***

No. 4
DFT (the ωB97M-V functional and the def2-TZVPD basis) results for a single C4H9NO2 molecule in a non-equilibrium geometry.

SMILES: N[C@H](C=O)CCO
Relative energy (zero: lowest compared OMol25 entry of this formula, charge and spin) in kcal/mol: 89.1

Structure (ORCA input):
```
! wB97M-V def2-TZVPD RIJCOSX def2/J DEFGRID3
* xyz 0 1
N 0.225 2.098 0.703
C -0.570 0.952 0.113
C -1.603 0.273 0.915
O -1.691 -0.882 0.926
C 0.190 -0.079 -0.801
C 0.630 -1.348 0.024
O 1.060 -2.246 -0.949
H 0.801 2.450 -0.036
H 0.629 1.813 1.579
H -1.313 1.460 -0.689
H -2.219 1.057 1.493
H 0.975 0.279 -1.457
H -0.327 -0.609 -1.524
H 0.039 -2.025 0.637
H 1.489 -1.256 0.735
H 1.688 -1.939 -1.670
*
```

Charges computed using Mulliken, reported in e:
1 N -0.55
2 C 0.10
3 C -0.04
4 O -0.43
5 C -0.94
6 C -0.25
7 O -0.60
8 H 0.26
9 H 0.25
10 H 0.14
11 H 0.31
12 H 0.47
13 H 0.46
14 H 0.32
15 H 0.22
16 H 0.30

***

No. 5
DFT (the ωB97M-V functional and the def2-TZVPD basis) results for a molecular structure, C4H9NO2 in a non-equilibrium geometry.

Relative energy (zero: lowest compared OMol25 entry of this formula, charge and spin) in kcal/mol: 169.6

Structure (ORCA input):
```
! wB97M-V def2-TZVPD RIJCOSX def2/J DEFGRID3
* xyz 0 1
C -0.996 -0.265 -1.289
C 0.447 -0.485 -1.736
C 1.458 0.200 -1.045
C 0.015 0.325 1.748
O -1.032 -0.380 1.767
O 0.117 1.580 1.835
N 0.686 -1.327 -2.721
H -1.234 -1.099 -0.651
H -1.074 0.664 -0.682
H -1.632 -0.170 -2.164
H 0.989 -0.261 1.672
H 1.261 0.953 -0.292
H 2.485 0.024 -1.369
H -1.723 1.118 5.502
H -0.087 -1.917 -2.955
H -2.011 1.729 5.098
*
```

Charges computed using Mulliken, reported in e:
1 C -1.31
2 C 0.99
3 C -0.63
4 C 0.09
5 O -0.56
6 O -0.58
7 N -0.55
8 H 0.36
9 H 0.35
10 H 0.43
11 H 0.43
12 H 0.40
13 H 0.28
14 H 0.01
15 H 0.28
16 H -0.01

***

No. 6
DFT (the ωB97M-V functional and the def2-TZVPD basis) results for 2 unconnected molecules or ions with the total composition C4H9NO2 in a non-equilibrium geometry.

SMILES: CC(N)=O.CC=O
Relative energy (zero: lowest compared OMol25 entry of this formula, charge and spin) in kcal/mol: 25.0

Structure (ORCA input):
```
! wB97M-V def2-TZVPD RIJCOSX def2/J DEFGRID3
* xyz 0 1
C 1.827 0.357 1.259
C 1.138 0.069 -0.052
N 1.366 0.996 -1.018
O 0.673 -1.037 -0.363
H 2.868 0.625 1.084
H 1.789 -0.517 1.904
H 1.320 1.192 1.740
H 0.902 0.858 -1.903
H 1.553 1.949 -0.757
C -2.206 -1.147 -0.570
C -1.541 0.028 0.064
O -1.518 1.161 -0.343
H -2.460 -0.933 -1.607
H -1.498 -1.976 -0.533
H -3.097 -1.448 -0.022
H -1.115 -0.179 1.117
*
```

Charges computed using Mulliken, reported in e:
1 C -1.35
2 C 0.81
3 N -0.35
4 O -0.64
5 H 0.41
6 H 0.33
7 H 0.35
8 H 0.25
9 H 0.21
10 C -1.09
11 C 0.34
12 O -0.53
13 H 0.28
14 H 0.30
15 H 0.35
16 H 0.33

***

No. 7
DFT (the ωB97M-V functional and the def2-TZVPD basis) results for 2 unconnected molecules or ions with the total composition C4H9NO2 in a non-equilibrium geometry.

Relative energy (zero: lowest compared OMol25 entry of this formula, charge and spin) in kcal/mol: 11.1
<S²>: 2.006

Structure (ORCA input):
```
! wB97M-V def2-TZVPD RIJCOSX def2/J DEFGRID3
* xyz 0 3
C 1.460 0.882 -1.384
C 1.420 1.959 -0.306
C -1.159 -2.165 2.200
C -0.564 -1.545 0.940
N 0.468 0.114 -1.400
O 0.398 -2.161 0.449
O -1.032 -0.308 0.626
H 2.460 0.817 -1.933
H 2.139 1.577 0.408
H 0.380 1.703 0.229
H 1.587 3.053 -0.683
H -2.201 -1.780 2.327
H -0.509 -1.640 3.017
H -1.022 -3.308 2.282
H 0.512 -0.708 -2.027
H -0.607 0.069 -0.175
*
```

Charges computed using Mulliken, reported in e:
1 C -0.02
2 C -0.68
3 C -0.83
4 C 0.70
5 N -0.49
6 O -0.55
7 O -0.48
8 H 0.34
9 H 0.23
10 H 0.14
11 H 0.27
12 H 0.30
13 H 0.22
14 H 0.28
15 H 0.23
16 H 0.34

***

No. 8
DFT (the ωB97M-V functional and the def2-TZVPD basis) results for a single C4H9NO2 molecule in a non-equilibrium geometry.

Relative energy (zero: lowest compared OMol25 entry of this formula, charge and spin) in kcal/mol: 18.3
<S²>: 2.008

Structure (ORCA input):
```
! wB97M-V def2-TZVPD RIJCOSX def2/J DEFGRID3
* xyz 0 3
C -0.727 0.161 0.064
C 1.636 0.925 -0.442
C -1.311 -1.698 1.399
C 0.155 0.855 -0.994
N -0.539 -1.111 0.325
O 0.470 -1.789 -0.070
O -0.499 2.014 -1.370
H -1.687 0.580 0.482
H 1.719 1.554 0.536
H 2.092 -0.039 -0.258
H 2.423 1.432 -1.091
H -1.882 -2.576 0.889
H -1.938 -1.094 1.884
H -0.471 -2.144 2.109
H 0.409 0.283 -1.992
H 0.148 2.647 -1.471
*
```

Charges computed using Mulliken, reported in e:
1 C -0.47
2 C -1.27
3 C -0.94
4 C 0.44
5 N 0.45
6 O -0.47
7 O -0.50
8 H 0.27
9 H 0.31
10 H 0.38
11 H 0.37
12 H 0.23
13 H 0.45
14 H 0.26
15 H 0.18
16 H 0.30

***

No. 9
DFT (the ωB97M-V functional and the def2-TZVPD basis) results for a gas-phase ion, C4H9NO2 (charge +1) in a non-equilibrium geometry.

Relative energy (zero: lowest compared OMol25 entry of this formula, charge and spin) in kcal/mol: 59.9
<S²>: 0.754

Structure (ORCA input):
```
! wB97M-V def2-TZVPD RIJCOSX def2/J DEFGRID3
* xyz 1 2
C -0.349 0.438 0.377
C -1.714 -0.219 0.265
C -1.969 -1.122 1.423
O -1.620 -0.791 2.533
N 0.440 0.288 -0.870
C 1.870 0.569 -0.812
O 2.537 0.484 -2.015
H -0.442 1.504 0.615
H 0.246 -0.033 1.155
H -1.700 -0.883 -0.636
H -2.625 0.311 0.012
H -2.531 -2.076 1.381
H 0.247 -0.680 -1.157
H 2.013 1.597 -0.449
H 2.152 -0.130 -0.006
H 3.445 0.743 -1.816
*
```

Charges computed using Mulliken, reported in e:
1 C -0.49
2 C -0.51
3 C -0.11
4 O -0.43
5 N -0.01
6 C -0.32
7 O -0.45
8 H 0.36
9 H 0.42
10 H 0.27
11 H 0.41
12 H 0.41
13 H 0.36
14 H 0.37
15 H 0.35
16 H 0.37

***

No. 10
DFT (the ωB97M-V functional and the def2-TZVPD basis) results for 2 unconnected molecules or ions with the total composition C4H9NO2 in a non-equilibrium geometry.

Relative energy (zero: lowest compared OMol25 entry of this formula, charge and spin) in kcal/mol: 14.2
<S²>: 0.755

Structure (ORCA input):
```
! wB97M-V def2-TZVPD RIJCOSX def2/J DEFGRID3
* xyz 1 2
C -2.029 0.015 -1.795
N -1.916 -1.314 -1.863
O -1.722 0.699 -0.819
H -2.448 0.478 -2.690
H -1.456 -1.819 -1.125
H -2.292 -1.832 -2.639
C 2.313 -0.341 2.731
C 1.293 0.079 1.771
C 1.581 0.207 0.404
O 0.814 0.830 -0.409
H 2.201 -1.393 3.028
H 3.325 -0.208 2.350
H 2.218 0.237 3.654
H 0.263 0.215 2.092
H 2.514 -0.150 -0.027
H -0.170 0.593 -0.313
*
```

Charges computed using Mulliken, reported in e:
1 C 0.21
2 N -0.28
3 O -0.67
4 H 0.36
5 H 0.21
6 H 0.23
7 C -1.11
8 C 0.09
9 C 0.08
10 O -0.27
11 H 0.33
12 H 0.36
13 H 0.35
14 H 0.43
15 H 0.39
16 H 0.30

***

No. 11
DFT (the ωB97M-V functional and the def2-TZVPD basis) results for 2 unconnected molecules or ions with the total composition C4H9NO2S in a non-equilibrium geometry.

Relative energy (zero: lowest compared OMol25 entry of this formula, charge and spin) in kcal/mol: 183.1

Structure (ORCA input):
```
! wB97M-V def2-TZVPD RIJCOSX def2/J DEFGRID3
* xyz 0 1
O -1.110 -1.612 -1.196
C -0.808 -0.419 -0.801
N -1.084 0.121 0.520
C -0.956 -0.990 1.462
O 0.383 -1.366 1.575
C 0.275 0.325 -1.757
C -1.228 0.688 -1.851
S 1.865 1.446 0.774
H -0.350 0.779 0.635
H -1.362 -0.851 2.491
H -1.218 -2.008 0.906
H 1.019 -0.608 1.702
H 0.979 1.149 -1.586
H 0.884 -0.480 -2.372
H -1.335 1.728 -1.437
H -1.684 0.310 -2.768
H 2.936 2.210 1.066
*
```

Charges computed using Mulliken, reported in e:
1 O -0.53
2 C 1.19
3 N -0.17
4 C -0.33
5 O -0.42
6 C -0.57
7 C -0.63
8 S -0.61
9 H 0.08
10 H 0.31
11 H 0.23
12 H 0.25
13 H 0.30
14 H 0.23
15 H 0.26
16 H 0.33
17 H 0.08

***

No. 12
DFT (the ωB97M-V functional and the def2-TZVPD basis) results for a single C4H9NO2S molecule.

SMILES: CN[C@@H](CS)C(=O)O
Relative energy (zero: lowest compared OMol25 entry of this formula, charge and spin) in kcal/mol: 16.5

Structure (ORCA input):
```
! wB97M-V def2-TZVPD RIJCOSX def2/J DEFGRID3
* xyz 0 1
C -1.167 -1.623 1.087
N -0.004 -0.749 1.059
C -0.151 0.474 0.299
C 1.088 1.324 0.521
S 1.397 2.643 -0.696
C -0.404 0.145 -1.166
O -1.398 0.422 -1.783
O 0.617 -0.548 -1.714
H -1.032 -2.539 0.498
H -1.423 -1.898 2.108
H -2.027 -1.123 0.642
H 0.857 -1.196 0.772
H -1.058 0.976 0.644
H 1.990 0.737 0.679
H 0.960 1.876 1.452
H 1.412 1.873 -1.789
H 0.342 -0.793 -2.612
*
```

Charges computed using Mulliken, reported in e:
1 C -0.89
2 N -0.42
3 C 0.45
4 C -0.91
5 S -0.21
6 C 0.22
7 O -0.57
8 O -0.42
9 H 0.29
10 H 0.31
11 H 0.33
12 H 0.29
13 H 0.31
14 H 0.33
15 H 0.42
16 H 0.11
17 H 0.35

***

No. 13
DFT (the ωB97M-V functional and the def2-TZVPD basis) results for a single C4H9NO2S molecule in a non-equilibrium geometry.

SMILES: C[C@H]1C[C@@H]1S(N)(=O)=O
Relative energy (zero: lowest compared OMol25 entry of this formula, charge and spin) in kcal/mol: 76.0

Structure (ORCA input):
```
! wB97M-V def2-TZVPD RIJCOSX def2/J DEFGRID3
* xyz 0 1
C -2.325 -1.238 0.141
C -1.009 -0.611 -0.356
C -0.592 0.833 -0.659
C 0.024 0.140 0.486
S 1.801 -0.186 0.006
N 2.570 1.311 0.527
O 2.381 -1.159 0.872
O 1.956 -0.209 -1.421
H -2.797 -0.533 0.743
H -1.995 -2.101 0.525
H -2.854 -1.337 -0.691
H -0.447 -1.116 -1.141
H 0.023 0.986 -1.475
H -1.348 1.614 -0.548
H 0.001 0.368 1.489
H 2.518 1.204 1.493
H 2.094 2.033 0.010
*
```

Charges computed using Mulliken, reported in e:
1 C -1.73
2 C 0.05
3 C -0.72
4 C -0.20
5 S 1.05
6 N -0.60
7 O -0.63
8 O -0.60
9 H 0.39
10 H 0.44
11 H 0.47
12 H 0.42
13 H 0.34
14 H 0.29
15 H 0.44
16 H 0.28
17 H 0.30

***

No. 14
DFT (the ωB97M-V functional and the def2-TZVPD basis) results for 2 unconnected molecules or ions with the total composition C4H9NO2S in a non-equilibrium geometry.

Relative energy (zero: lowest compared OMol25 entry of this formula, charge and spin) in kcal/mol: 58.7
<S²>: 2.005

Structure (ORCA input):
```
! wB97M-V def2-TZVPD RIJCOSX def2/J DEFGRID3
* xyz 0 3
C -1.384 -2.533 -0.254
C -0.727 -1.363 -0.090
C -1.043 2.067 1.028
C 2.166 -0.438 0.178
N 2.363 0.381 -0.801
O -0.560 0.820 -1.514
O -1.380 0.705 0.917
S -1.503 0.113 -0.677
H -2.376 -2.661 -0.569
H -0.923 -3.439 0.251
H -0.224 2.119 1.679
H -1.967 2.467 1.297
H -0.615 2.490 0.139
H 0.273 -1.232 0.386
H 3.030 -1.038 0.433
H 1.563 0.906 -1.147
H 3.308 0.636 -1.258
*
```

Charges computed using Mulliken, reported in e:
1 C -0.64
2 C 0.28
3 C -0.75
4 C -0.44
5 N -0.28
6 O -0.57
7 O -0.28
8 S 0.44
9 H 0.30
10 H 0.23
11 H 0.28
12 H 0.30
13 H 0.34
14 H 0.05
15 H 0.33
16 H 0.22
17 H 0.20

***

No. 15
DFT (the ωB97M-V functional and the def2-TZVPD basis) results for a gas-phase ion, C4H9NO2S (charge +1) in a non-equilibrium geometry.

Relative energy (zero: lowest compared OMol25 entry of this formula, charge and spin) in kcal/mol: 18.5
<S²>: 0.753

Structure (ORCA input):
```
! wB97M-V def2-TZVPD RIJCOSX def2/J DEFGRID3
* xyz 1 2
O 1.840 0.530 -0.989
C 0.984 0.304 -0.154
N 1.253 0.007 1.127
C 0.314 -0.354 2.165
O 0.512 -1.675 2.637
C -0.478 0.519 -0.587
C -0.495 0.414 -2.124
S -2.023 -0.333 -2.728
H 2.232 0.013 1.390
H -0.693 -0.271 1.787
H 0.485 0.299 3.029
H 1.058 -2.202 2.023
H -0.756 1.519 -0.281
H -1.177 -0.207 -0.161
H -0.379 1.386 -2.623
H 0.245 -0.257 -2.560
H -2.923 0.309 -1.951
*
```

Charges computed using Mulliken, reported in e:
1 O -0.61
2 C 0.51
3 N -0.21
4 C -0.19
5 O -0.53
6 C -0.67
7 C -0.52
8 S 0.23
9 H 0.25
10 H 0.19
11 H 0.30
12 H 0.33
13 H 0.29
14 H 0.45
15 H 0.49
16 H 0.40
17 H 0.27